Entry 1:
Formula: C4H5NO
Source: the OMol25 dataset
Level of theory: ωB97M-V/def2-TZVPD

Each atom is followed by the atoms it is bonded to, with distances in Å.
Cartesian coordinates (Å):
1 C 1.9948 0.1401 -0.7073  C2 1.296, H7 1.128, H8 1.092
2 C 1.0137 -0.3854 -0.0428  C1 1.296, C3 1.302
3 C -0.0987 -1.0009 0.2403  C2 1.302, C4 1.475, H9 1.081
4 C -1.3208 -0.2055 0.4654  C3 1.475, N5 1.372, O6 1.217
5 N -1.1831 1.1514 0.3170  C4 1.372, H10 1.006, H11 1.010
6 O -2.3514 -0.7368 0.8337  C4 1.217
7 H 1.8414 -0.7590 -1.3701  C1 1.128
8 H 2.8744 0.6294 -0.2842  C1 1.092
9 H -0.1555 -2.0778 0.3184  C3 1.081
10 H -2.0388 1.6794 0.3566  N5 1.006
11 H -0.4179 1.5412 -0.2152  N5 1.010

Output
**Multiplicity**: 1
**LUMO energy**: 0.546 eV
**E**: -7764.0276 eV
**Total charge**: 0
**Relative energy (zero: lowest compared OMol25 entry of this formula, charge and spin)**: 241.10 kJ/mol

Entry 2:
Formula: C4H2F2O
Source: the OMol25 dataset
Level of theory: ωB97M-V/def2-TZVPD

Each atom is followed by the atoms it is bonded to, with distances in Å.
Cartesian coordinates (Å):
1 C 0.6109 -1.1678 -0.3529  C2 1.321, O5 1.737
2 C -0.4903 -0.7128 0.2172  C1 1.321, C3 1.373, C4 1.557
3 C -1.6530 -0.6689 0.9456  C2 1.373, C4 1.447
4 C -1.5393 0.4170 -0.0033  C2 1.557, C3 1.447, F6 1.358, F7 1.345
5 O 1.8820 0.0134 -0.2714  C1 1.737, H8 0.974, H9 0.970
6 F -1.2729 1.6891 0.3919  C4 1.358
7 F -1.9432 0.5209 -1.2820  C4 1.345
8 H 2.6352 -0.5993 -0.2010  O5 0.974
9 H 1.7706 0.5084 0.5559  O5 0.970

Output
**Multiplicity**: 1
**LUMO energy (spin up / spin down)**: -0.966 / -0.964 eV
**E**: -11654.1879 eV
**Total charge**: 0
**Relative energy (zero: lowest compared OMol25 entry of this formula, charge and spin)**: 709.76 kJ/mol